Record 1
Below is a structure of composition C36H99AsF6N9O9, with properties calculated with ωB97M-V with the def2-TZVPD basis set.

Output
Total charge: -1
E_tot, hartree: -5435.95812
Gap between HOMO and LUMO, eV: 8.18

Positions of all 160 atoms, in Å:
H1 5.511 0.985 -1.056
H2 7.591 -1.667 -4.330
C1 -6.382 3.061 -1.654
H3 8.427 0.750 1.414
H4 0.584 -2.856 -1.544
O1 0.883 -3.535 4.285
H5 -6.142 2.350 -4.021
H6 6.575 -0.599 -2.629
H7 -2.001 0.031 -4.193
H8 1.213 -5.005 -2.196
H9 2.369 -2.231 3.799
N1 2.239 -2.672 -0.289
H10 -1.964 -3.791 -0.386
N2 -7.486 0.258 3.252
H11 -2.404 2.210 -4.294
H12 -1.872 6.371 2.989
H13 -2.883 -4.442 5.129
H14 -1.077 0.718 -3.086
O2 -5.118 -0.237 1.769
H15 1.811 6.810 1.921
H16 4.269 -2.349 -0.278
C2 4.611 0.350 -1.067
H17 -9.579 2.544 -1.725
H18 6.295 2.518 0.604
H19 -5.303 1.247 -2.113
C3 -6.206 0.405 1.163
H20 -0.285 -2.924 5.957
H21 -1.664 -5.534 -0.699
H22 5.281 -6.337 -1.612
C4 0.273 -5.131 -2.735
C5 6.415 2.267 1.664
H23 4.496 0.579 -3.262
H24 -6.263 0.232 0.084
H25 1.357 -1.713 5.149
H26 -6.513 0.181 3.536
N3 -1.116 0.523 -4.082
H27 -8.664 1.706 1.341
C6 1.347 -2.205 4.171
O3 5.351 -4.718 -0.194
H28 -6.150 1.474 1.409
H29 -3.008 -0.135 1.794
H30 3.885 1.487 2.152
C7 -0.457 2.891 -4.122
H31 9.322 4.013 2.646
H32 -3.194 1.861 -1.686
H33 3.223 -1.722 -2.049
H34 -4.074 2.651 -6.219
C8 -0.344 -3.485 5.018
O4 5.445 2.892 2.474
H35 3.849 2.919 1.181
H36 -2.589 5.863 1.735
H37 3.344 3.013 2.810
H38 8.337 4.419 1.250
H39 -0.521 1.789 -6.624
F1 -0.862 1.494 -0.884
H40 -8.874 0.396 0.154
H41 -4.938 3.409 -3.921
H42 3.700 -4.434 -1.505
H43 2.497 -0.355 -2.212
H44 -3.230 3.463 -2.433
H45 -3.797 3.175 -0.804
H46 -0.774 -5.455 4.303
O5 -0.090 -4.555 0.135
C9 -0.767 -4.188 -2.169
C10 -1.508 1.898 -6.176
H47 -2.354 2.316 2.937
H48 -6.355 2.880 -0.571
H49 2.055 5.108 1.638
C11 3.614 -3.021 1.649
H50 0.585 -4.644 2.106
C12 -8.766 0.625 1.213
H51 -2.554 -6.079 5.778
H52 -0.920 -2.246 -1.830
H53 4.480 -3.463 2.144
H54 7.662 4.566 2.822
H55 2.042 -1.780 0.170
H56 2.776 -3.621 2.019
H57 -9.001 4.109 -2.287
H58 -6.307 4.155 -1.688
O6 -2.051 3.191 -6.523
H59 -0.831 3.911 -4.057
H60 -3.906 1.290 1.376
C13 8.318 3.928 2.225
H61 0.308 -4.892 6.954
F2 -0.653 0.880 1.613
H62 -0.905 -5.528 1.745
H63 -7.667 -1.114 1.661
H64 1.516 -3.226 0.167
O7 0.173 5.745 2.396
O8 5.511 -1.632 -4.128
N4 3.207 -0.932 -2.686
H65 6.863 -5.883 -0.883
As1 0.258 0.574 0.133
H66 -3.573 2.882 -7.897
N5 -5.166 2.434 -3.741
C14 -0.332 -4.620 1.523
C15 4.475 -0.188 -2.487
H67 -0.740 4.592 1.015
H68 0.746 -1.599 3.487
H69 -1.640 -4.170 -2.829
C16 3.581 -3.089 0.131
H70 -2.341 -4.601 6.743
H71 0.406 -4.986 -3.804
C17 -0.797 -4.908 5.248
H72 5.737 -1.997 -2.075
C18 -3.407 3.224 -6.870
N6 -2.589 5.688 2.743
H73 0.135 3.702 2.286
N7 -0.196 -2.848 -2.198
C19 -5.191 2.320 -2.285
H74 7.862 2.113 3.223
H75 -0.183 2.615 -3.099
H76 3.356 -5.253 -0.066
H77 -1.579 4.400 3.951
H78 4.997 -0.392 -0.363
C20 -2.216 -5.047 5.753
C21 5.902 -5.519 -1.244
H79 -3.724 3.374 2.932
C22 4.110 2.558 2.183
C23 -1.230 -4.527 -0.724
C24 7.823 2.479 2.191
C25 3.969 -4.425 -0.443
C26 6.693 -2.267 -4.521
F3 -0.772 -0.809 -0.235
C27 -8.773 3.271 -1.623
C28 -3.792 2.763 -1.818
H80 6.698 -2.293 -5.615
O9 -7.639 2.592 -2.114
H81 -3.701 0.074 0.181
H82 0.965 6.000 0.542
F4 1.250 0.044 -1.244
H83 3.803 0.951 -0.657
C29 -3.889 0.201 1.252
C30 5.649 -1.167 -2.785
C31 1.310 5.906 1.575
H84 -9.632 0.288 1.781
F5 1.351 1.947 0.476
C32 -7.531 -0.039 1.814
C33 -1.447 1.823 -4.664
H85 -2.135 1.094 -6.572
H86 6.835 -3.278 -4.127
H87 -0.042 -6.156 -2.512
H88 -8.635 3.531 -0.572
H89 6.247 1.181 1.656
H90 -7.658 1.262 3.286
H91 -0.932 -3.779 1.889
H92 -1.100 -2.947 4.432
H93 0.980 -5.625 5.817
C34 -2.720 3.256 2.525
C35 -1.833 4.416 2.887
H94 -3.694 4.272 -6.765
H95 9.619 1.735 1.857
N8 8.744 1.714 1.341
H96 -2.725 3.185 1.435
N9 0.055 -5.583 6.248
H97 6.088 -4.854 -2.091
C36 -0.531 4.548 2.092
F6 1.297 -0.486 1.143
H98 3.378 -1.980 1.870
H99 0.524 2.855 -4.602

Results of the Mulliken charge analysis, in e, for atoms 1 through 8: number 1, H, carries 0.42; number 2, H, carries 0.33; number 3, C, carries -0.60; number 4, H, carries 0.27; number 5, H, carries 0.14; number 6, O, carries -0.25; number 7, H, carries 0.29; number 8, H, carries 0.47

Record 2
Below is a structure of composition C36H99AsF6N9O9Sr, with properties calculated with ωB97M-V with the def2-TZVPD basis set.

Output
Total charge: +2
⟨S²⟩: 0.75
E_tot, hartree: -5466.06570
Gap between HOMO and LUMO (spin up / spin down), eV: 6.62 / 1.17
2S+1: 2

Positions of all 161 atoms, in Å:
C1 1.358 -2.379 4.106
C2 1.260 3.744 3.990
H1 -2.999 -2.804 0.308
H2 0.994 3.200 3.084
H3 -5.038 -2.610 -1.756
H4 1.513 -4.973 1.688
H5 6.932 4.339 2.762
H6 2.751 4.543 -3.438
H7 0.663 -3.338 -4.038
H8 0.801 3.088 -1.622
H9 3.581 2.625 -1.997
H10 -8.304 -3.896 0.728
H11 0.331 -4.681 -1.885
H12 -2.084 2.822 5.295
H13 0.399 -0.716 3.406
C3 0.748 -2.576 -4.813
H14 2.655 1.684 -1.303
H15 1.098 5.056 -3.046
H16 0.139 -2.940 -5.641
O1 3.827 0.378 -4.113
C4 4.362 -0.964 -4.003
H17 -7.329 -2.547 -0.725
C5 -7.224 -4.040 0.687
F1 1.626 -0.688 0.237
H18 -6.822 0.369 5.098
N1 2.656 2.244 -2.143
C6 1.207 4.063 -5.625
As1 0.095 0.156 0.136
C7 5.886 4.563 2.551
H19 2.231 -6.432 -1.991
C8 -6.274 0.932 4.342
C9 -2.007 5.462 -1.913
C10 1.796 3.367 -1.967
H20 -3.110 -1.297 -0.700
H21 2.119 -7.387 -0.675
C11 -1.354 5.443 0.410
H22 0.655 -2.992 3.543
H23 4.457 -3.093 -1.484
F2 -0.688 -1.317 -0.515
H24 4.508 -0.931 -2.011
H25 0.614 3.513 4.837
H26 4.750 0.550 -5.973
H27 -0.418 5.329 0.956
O2 1.893 -4.430 5.359
C12 -1.160 -1.416 -4.082
H28 -1.808 6.417 0.591
O3 0.221 -1.346 -4.428
C13 1.616 -5.859 1.061
H29 -3.308 3.711 -4.565
O4 -0.999 5.210 -0.941
C14 -3.478 -1.834 0.174
H30 1.049 4.788 3.758
H31 2.232 -1.811 2.253
H32 0.885 -3.010 6.211
N2 0.738 -1.054 4.295
C15 -2.088 1.759 5.054
H33 2.816 -6.370 3.225
H34 -2.304 1.944 1.791
H35 3.321 -1.915 3.684
C16 3.946 -1.589 -2.674
H36 2.178 -6.211 6.176
H37 -3.826 0.290 -4.099
H38 3.335 3.722 2.288
H39 -1.368 -0.154 -2.305
N3 2.944 4.179 5.611
H40 -1.107 1.336 5.274
H41 0.803 -6.576 1.179
F3 -0.364 -0.332 1.770
H42 -4.327 1.281 2.405
H43 -6.906 -3.679 -2.619
H44 2.990 2.534 4.368
H45 5.787 4.113 1.564
H46 3.264 4.665 -0.695
H47 -0.142 -1.163 4.780
H48 -4.334 2.632 3.488
C17 3.022 -7.130 2.471
H49 3.564 -3.746 -2.702
H50 2.538 -1.267 -1.488
C18 1.690 -3.096 5.481
H51 2.566 -2.638 5.941
H52 3.624 1.796 -5.681
H53 -1.752 -1.491 -4.994
N4 -1.257 1.064 -4.038
H54 2.351 -4.809 -0.562
C19 -3.254 -0.062 -3.240
C20 -5.237 -3.057 -0.782
H55 3.812 -1.481 -4.789
H56 -3.573 -1.072 -2.984
H57 -6.468 0.265 3.503
H58 -1.879 2.941 -1.559
H59 -3.026 5.503 -1.527
H60 2.437 3.730 6.361
C21 -2.554 1.345 3.668
O5 2.923 -6.585 1.149
H61 2.279 3.634 0.196
H62 -3.314 2.899 -2.228
H63 -6.735 -3.672 1.589
H64 0.811 3.331 -6.329
F4 0.947 1.684 0.723
H65 -3.839 5.151 -3.761
C22 1.835 -5.225 6.488
H66 -1.335 -2.253 -3.406
H67 -2.272 0.334 3.373
H68 1.588 5.005 -0.663
N5 2.540 -1.340 -2.495
H69 5.427 -0.877 -4.219
O6 1.165 3.400 -4.327
O7 -4.819 -2.261 0.215
H70 -6.951 -5.095 0.719
N6 -1.900 2.168 2.690
H71 -3.630 0.615 -2.473
H72 5.743 5.643 2.596
H73 -0.909 1.984 2.639
H74 0.856 -5.296 6.963
C23 2.721 3.588 4.307
H75 0.287 -3.766 -0.331
O8 4.953 4.014 3.500
H76 -2.432 5.337 -4.802
C24 -1.705 -0.142 -3.341
C25 3.569 4.259 3.207
H77 -6.797 1.885 4.260
O9 -4.849 0.937 4.480
C26 2.291 4.176 -0.750
C27 -6.729 -3.452 -0.633
H78 2.833 -3.362 2.769
H79 1.771 -2.444 -5.165
N7 1.622 -6.708 -1.234
C28 1.727 4.200 -3.291
H80 2.606 -4.914 7.193
C29 -1.959 4.350 -2.978
H81 3.998 -7.565 2.684
H82 -1.916 6.461 -2.339
N8 -7.168 -4.210 -1.801
F5 -1.436 1.140 -0.116
H83 5.214 1.832 -4.787
C30 0.321 -4.750 -0.797
H84 -2.723 1.266 5.790
C31 4.405 1.220 -5.185
C32 -4.111 1.566 3.435
H85 -8.176 -4.279 -1.797
H86 0.718 5.034 -5.704
H87 -1.768 1.081 -4.909
H88 3.419 5.325 3.031
C33 2.507 -2.389 3.136
C34 -2.948 4.646 -4.135
H89 -0.542 -5.362 -0.532
H90 2.150 -2.259 -2.647
H91 -1.697 1.901 -3.683
N9 -2.338 3.024 -2.455
H92 2.240 4.236 -5.925
Sr1 1.274 0.797 -3.851
H93 -2.074 4.696 0.743
H94 -0.978 4.334 -3.451
F6 0.517 0.573 -1.621
H95 3.936 4.006 5.682
H96 -3.395 -1.234 1.080
C35 1.570 -5.548 -0.384
H97 5.291 -3.249 -3.070
H98 -4.746 -4.030 -0.824
H99 2.314 -7.955 2.555
C36 4.355 -3.009 -2.566

Results of the Mulliken charge analysis, in e, for atoms 1 through 8: number 1, C, carries 0.72; number 2, C, carries -1.00; number 3, H, carries 0.46; number 4, H, carries -0.08; number 5, H, carries -0.02; number 6, H, carries 0.10; number 7, H, carries 0.27; number 8, H, carries 0.55

Record 3
Below is a structure of composition C36H99F2N10O13PbS2, with properties calculated with ωB97M-V with the def2-TZVPD basis set.

Output
Total charge: +1
E_tot, hartree: -4145.25719
Gap between HOMO and LUMO, eV: 6.95

Positions of all 163 atoms, in Å:
H1 5.276 -3.558 -0.785
C1 -1.673 -3.224 -3.275
H2 3.672 -3.874 -2.661
H3 -1.171 -3.525 -5.449
C2 -5.168 3.159 -3.124
H4 2.616 -6.098 -0.807
H5 -2.656 0.388 -2.428
H6 5.501 -0.474 3.026
C3 -0.838 0.860 4.147
O1 1.140 1.866 1.208
H7 -5.508 -0.782 -0.498
H8 -4.807 3.013 -1.036
N1 2.716 -3.205 -1.033
H9 -1.188 2.592 2.063
S1 0.135 -0.704 0.237
H10 2.282 -3.996 -5.120
H11 -1.482 -2.057 2.782
H12 0.663 -2.463 3.348
H13 -0.547 -0.187 -4.517
N2 -3.258 -2.851 0.995
H14 -2.651 2.861 1.044
C4 -4.509 -0.983 -0.088
H15 -3.279 -2.625 -4.290
H16 5.392 -1.340 0.994
H17 1.124 -2.236 -3.615
N3 4.402 -1.151 0.835
C5 3.450 -4.317 -1.684
H18 -4.037 5.553 -2.404
H19 4.460 0.792 3.620
O2 -2.972 2.467 3.016
H20 3.861 -0.897 3.524
C6 2.066 0.980 -3.989
H21 0.181 0.568 4.400
H22 -0.822 3.892 -1.309
H23 5.643 1.416 1.468
H24 -2.841 0.923 -0.757
H25 -0.561 -5.737 3.926
H26 5.674 2.120 -1.968
H27 -3.985 5.305 -0.635
C7 0.276 -0.383 -5.200
H28 2.739 -8.273 -2.309
H29 1.577 -5.483 -2.048
C8 -3.326 0.368 -1.568
H30 0.875 -0.945 -2.629
F1 2.167 2.198 -0.881
H31 0.502 4.670 1.041
H32 0.171 -1.276 -5.808
C9 4.638 1.332 1.041
N4 -3.139 -3.145 -3.413
H33 -1.477 0.173 4.713
C10 -5.100 3.812 -1.721
O3 -0.162 2.189 -0.891
H34 -5.963 2.413 -3.199
H35 1.280 -5.429 -5.115
H36 0.465 8.832 1.385
H37 -3.412 -2.386 -2.782
C11 -5.628 -2.550 1.536
C12 2.640 -5.615 -1.797
O4 -0.544 -5.101 5.873
H38 -0.562 -7.145 5.775
O5 0.450 -3.797 -4.224
H39 -0.411 3.006 4.125
H40 3.997 -1.939 1.346
H41 -1.776 4.592 -0.012
C13 4.345 1.264 -4.577
H42 -1.195 -4.966 -4.467
C14 3.980 0.059 1.593
H43 -3.133 -2.395 1.900
O6 1.441 6.479 1.070
H44 -1.100 -2.890 4.961
N5 1.511 -1.315 -3.322
H45 -1.118 3.310 6.387
H46 0.274 2.606 6.110
C15 -2.506 2.782 4.299
H47 -4.251 2.599 -3.334
H48 4.412 0.350 -5.174
H49 4.577 -4.932 0.040
N6 0.093 9.032 3.343
H50 -0.376 -4.240 -1.894
H51 2.033 4.837 0.051
C16 -0.837 -3.538 4.118
C17 1.253 -4.342 -5.244
H52 -5.443 -3.456 2.117
H53 0.915 -4.044 -6.241
H54 -0.245 -6.411 7.367
S2 0.872 1.542 -0.160
H55 1.061 -3.215 4.744
H56 6.457 2.440 -0.397
H57 -1.128 0.679 3.113
H58 4.019 2.165 1.388
H59 1.725 -3.211 -1.244
N7 1.229 -0.051 -0.662
H60 2.387 -0.745 -5.206
O7 3.282 -6.372 -2.782
C18 -1.451 -4.138 -2.064
H61 4.957 3.281 -0.878
C19 4.775 -4.511 -0.954
H62 -1.899 -3.717 -1.165
H63 2.899 0.163 1.518
H64 -6.368 5.374 -1.827
H65 -2.577 -2.363 0.409
O8 -1.211 -0.257 0.186
H66 5.390 -5.272 -1.429
H67 4.081 2.126 -5.189
H68 5.323 1.424 -4.127
C20 0.945 8.443 2.291
H69 -1.167 -3.531 1.990
Pb1 3.468 -0.770 -1.502
H70 1.901 1.708 -4.786
C21 2.387 8.870 2.557
H71 -2.092 4.140 2.182
O9 4.698 1.294 -0.379
H72 -0.260 6.682 2.197
H73 1.161 6.469 3.164
H74 1.515 -7.362 -3.268
C22 -1.649 4.579 -1.100
O10 0.663 -1.075 1.531
O11 -2.754 4.044 -1.783
H75 -1.844 -5.140 -2.226
H76 -4.810 -3.096 -0.370
H77 0.134 10.043 3.347
F2 0.131 -2.135 -0.531
C23 0.812 6.938 2.233
H78 -6.640 -2.726 1.166
C24 -2.170 3.064 1.997
H79 -5.276 3.833 -3.976
C25 4.464 -0.130 3.037
H80 -4.267 0.853 -1.835
O12 -3.546 -0.960 -1.122
H81 1.431 1.277 -3.152
N8 -0.723 2.435 6.044
C26 -0.850 -6.345 6.466
C27 -1.636 -3.132 2.897
H82 2.692 8.307 3.441
H83 -4.269 -0.296 0.731
C28 -1.060 -4.986 4.542
C29 -3.944 4.807 -1.606
O13 3.420 1.028 -3.514
H84 -2.139 -5.169 4.617
H85 -5.655 -1.710 2.233
H86 3.049 -7.970 -4.020
H87 0.244 0.463 -5.899
H88 -7.095 3.920 -1.882
H89 -1.193 -2.248 -3.162
C30 -0.968 -3.893 -4.435
H90 -3.153 2.327 5.055
H91 -2.668 -3.468 2.936
H92 -2.595 3.864 4.465
C31 1.518 5.062 0.980
C32 1.648 -0.407 -4.476
C33 -4.564 -2.416 0.449
H93 2.644 9.921 2.656
H94 -0.894 8.831 3.222
C34 2.579 -7.565 -3.129
N9 0.615 -3.352 3.842
N10 -6.385 4.454 -1.396
H95 2.743 -3.381 -0.026
C35 5.503 2.333 -0.915
H96 -1.905 -6.476 6.722
H97 -1.298 5.555 -1.452
C36 -1.090 2.300 4.627
H98 3.022 8.488 1.752
H99 2.145 4.682 1.792

Results of the Mulliken charge analysis, in e, for atoms 1 through 8: number 1, H, carries 0.26; number 2, C, carries 1.77; number 3, H, carries 0.03; number 4, H, carries 0.57; number 5, C, carries -1.43; number 6, H, carries 0.49; number 7, H, carries -0.22; number 8, H, carries 0.47